No. 1
The following is a DFT calculation (ωB97M-V/def2-TZVPD) of a 9-piece molecular cluster, C32H78N4O14 overall in a non-equilibrium geometry.

Last column: Mulliken charge in e.
Positions of all 128 atoms, in Å:
H: 4.7795 -0.0045 -7.0992  0.36
H: -2.2935 8.0458 5.5235  0.31
H: 6.5915 -0.3848 -0.9225  0.24
H: 1.6779 -3.0150 -0.7717  0.18
H: -1.0667 7.4403 6.5564  0.26
H: 0.4932 2.7956 -5.9595  0.39
H: 6.7716 -1.5287 -3.9745  0.28
H: 1.2388 2.9577 2.9798  0.40
H: 0.2159 0.6286 -2.4395  0.31
H: 1.4861 -3.8785 2.3553  0.30
H: -3.6268 -3.3675 5.6416  0.33
H: -0.2478 -7.1653 2.7412  0.28
H: -1.0510 1.0157 -1.3130  0.17
H: -2.6769 6.6787 6.5290  0.30
C: 6.5606 -1.8206 -2.9457  -1.15
H: -2.0452 0.4489 -7.0642  0.27
H: -4.1308 -4.9520 0.2102  0.40
N: 3.2464 1.3434 -4.6725  0.41
H: -2.2545 -4.1475 -2.5727  0.36
H: -2.3548 -5.4987 -1.4329  0.33
O: 0.2380 -5.3263 1.8521  -0.30
C: -1.2049 5.0194 2.9068  -0.25
H: -0.4893 3.0933 -4.4782  -0.11
O: -1.2613 6.2791 4.9592  -0.28
C: -0.0951 2.3416 -5.1620  -0.03
H: -2.9349 3.0382 5.1269  0.29
H: -1.1650 -6.7418 1.2999  0.27
H: 3.9904 1.0129 -1.0643  0.18
O: 0.9647 1.3223 -0.6895  -0.54
H: 0.1754 -0.5006 -5.7424  0.26
C: 1.2346 0.0177 -0.0887  -0.30
H: -2.7699 2.5483 3.4056  0.12
C: -1.4690 -0.5251 2.4930  -0.67
C: 1.6280 -7.0372 5.6914  -0.77
H: -0.7018 -0.6587 -0.2496  0.37
H: -1.5993 4.5711 -2.8160  0.23
H: 4.5502 -0.8487 -5.5686  0.15
H: -0.1348 -5.1743 -1.0090  0.25
H: -1.9682 -1.2811 1.8869  0.27
H: -1.9436 4.5368 2.2669  0.16
O: -0.5015 0.1377 1.7194  -0.16
H: 2.2611 -6.3517 6.2548  0.32
H: 3.5499 0.6088 -4.0494  -0.02
N: 5.6292 -0.4092 -1.2283  -0.17
H: 0.9175 -7.5061 6.3721  0.24
H: 1.8027 -4.3494 -1.9859  0.48
H: -2.0591 1.1614 6.4150  0.50
C: 4.0458 -0.2598 -6.3347  -0.88
H: -2.5549 5.1267 -5.6582  0.22
O: -2.6167 -1.7089 4.7481  -0.13
C: -2.0912 5.7585 3.8900  -0.52
H: -2.4461 4.1361 -0.6365  0.44
H: -1.5605 -1.2015 6.4186  0.37
H: -1.8362 -3.5633 5.5104  0.41
O: -0.2428 4.1259 3.5605  -0.39
C: -2.7589 5.7497 -4.7874  -1.07
C: -0.6391 -4.2136 -1.1132  0.47
C: 1.4559 -3.3349 -1.7897  -0.48
C: -0.0021 -0.0818 -6.7330  -0.79
C: -1.8870 7.1141 5.9171  -0.82
C: 4.7822 0.5417 -0.4820  -0.80
H: -0.8418 -1.1088 3.1668  0.26
C: 0.0073 -0.5892 0.5752  0.13
C: -1.3210 1.7888 -5.8360  0.39
H: 1.6493 -0.6123 -0.8755  0.18
C: -0.0654 1.3314 -1.6552  -0.54
O: 4.3137 -0.9986 -3.0161  -0.68
C: -0.6997 -6.3353 2.1979  -0.73
H: 0.0625 -4.1645 3.3909  0.05
H: -0.3664 2.4653 2.2003  0.27
C: -2.3293 0.5774 5.5352  -0.42
H: 0.3260 1.6027 -4.4802  -0.13
H: 5.3435 1.4078 -0.1315  0.40
C: 5.3624 -1.0595 -2.3794  0.73
H: 2.9190 3.4517 -4.7984  0.35
C: -3.4073 5.0255 -3.6083  0.84
H: -1.7899 6.0976 -4.4295  0.32
H: 2.3175 -4.7956 4.6745  0.49
H: 1.9692 -2.6673 -2.4818  -0.02
N: -1.1880 0.7516 -6.6242  -0.12
O: -3.4419 1.1788 4.8659  -0.42
C: -3.3756 2.4692 4.3084  -0.52
C: -2.9371 3.6821 -1.4973  -1.19
H: -3.3182 -0.9355 6.5496  0.35
C: 3.5276 1.1867 -5.9280  0.72
H: 2.1255 -7.8422 5.1505  0.29
H: 4.3491 0.0170 0.3696  0.29
O: 0.8507 -6.1942 4.7524  -0.26
H: -2.7837 -3.6951 4.1662  0.07
C: -3.3823 -4.1819 0.3966  -0.43
H: -3.4433 6.5827 -4.9482  0.33
C: 0.2727 3.2634 2.5781  -0.85
C: -2.4568 -0.8877 5.8834  -0.70
H: -1.4445 -5.8605 2.8367  0.23
O: -2.8862 -3.5729 -0.7604  -0.39
C: 0.9118 -4.6327 2.8933  -0.14
N: -2.5946 4.4357 -2.7097  -0.11
H: -3.7586 -3.4030 1.0598  0.26
C: -2.7285 -3.1067 5.0821  -0.81
H: -2.5860 -4.6253 0.9944  -0.04
O: 0.0018 -3.3567 -2.0301  -0.41
H: 2.4915 -6.0102 3.4051  0.35
H: 0.6043 3.7812 1.6781  0.40
H: 0.8805 0.5522 -6.8168  0.17
H: -2.8260 5.0446 4.2621  0.10
C: 1.7694 -5.4167 3.9659  -0.67
H: -0.0795 2.3289 -2.0944  0.27
H: -0.6313 5.8016 2.4095  0.58
H: -0.6155 -3.7752 -0.1156  -0.19
H: 6.3506 -2.8887 -2.8893  0.27
H: 4.1249 2.9086 -3.6980  0.38
H: 0.0454 -0.8638 -7.4908  0.37
H: -4.3486 2.9028 4.0774  0.34
O: -4.6752 5.0218 -3.4966  -0.71
H: -1.4452 0.7076 4.9110  0.24
H: -2.2612 0.1419 2.8332  0.25
C: -2.0861 -4.4477 -1.5384  -0.73
H: 2.0904 0.1969 0.5622  0.00
H: 7.4768 -1.6985 -2.3680  0.41
O: 3.3920 2.1405 -6.6886  -0.72
H: 0.3407 -1.5956 0.8284  -0.20
C: 3.1301 2.6668 -4.0721  -0.97
O: -2.3850 2.3476 -5.7854  -0.69
H: 3.1598 -0.7784 -6.7011  0.17
H: 2.3014 2.6169 -3.3658  0.15
H: -4.0130 3.8009 -1.3690  0.41
H: -2.8695 2.5986 -1.5960  0.31
H: -2.6907 6.4673 3.3187  0.39

**HOMO-LUMO gap**: 0.3327 hartree
**2S+1**: 1
**LUMO**: 0.17 eV
**Strongest force on any atom**: 3.88 eV Å⁻¹
**Structure (SMILES)**: CNC(C)=O.CNC(C)=O.CNC(C)=O.CNC(C)=O.COCCOC.COCCOC.COCCOC.COCCOC.COCCOC

---

No. 2
The following is a DFT calculation (ωB97M-V/def2-TZVPD) of a 6-piece molecular cluster, C12H24Cl12 overall in a non-equilibrium geometry.

Last column: Mulliken charge in e.
Positions of all 48 atoms, in Å:
C: -7.6002 -4.2176 -1.4801  -0.46
H: -8.3608 -4.8291 -1.9656  0.31
C: 0.1792 -0.8411 0.7087  -0.50
C: 4.6197 7.0102 -0.0555  -0.36
Cl: -7.3376 5.5961 -2.8284  -0.19
C: 1.1393 -0.1736 -0.2721  -0.36
Cl: -4.9087 -7.4452 6.3522  -0.17
H: 0.7694 -1.0189 1.6077  0.31
H: 3.8149 6.6294 -0.6844  0.24
H: 5.5509 7.5649 -1.9720  0.33
C: 10.6344 0.6583 -0.6935  -0.36
C: -4.7461 -8.9070 5.2962  -0.37
C: -4.5575 4.9764 -3.1544  -0.36
Cl: 0.1747 -0.1506 -1.8211  -0.19
Cl: -4.0301 6.5039 -3.8361  -0.17
H: -0.2242 -1.7588 0.2807  0.33
H: 5.9036 6.0161 -1.4097  0.31
C: -8.1177 -3.4841 -0.2577  -0.38
H: 10.1698 1.2657 0.0832  0.31
Cl: 9.2481 0.3189 -1.8172  -0.21
Cl: -7.0334 -3.1001 -2.7066  -0.20
H: -5.4880 -8.9599 4.4994  0.31
H: -5.8287 4.4644 -1.3811  0.31
H: 1.4077 0.8610 -0.0584  0.31
H: -9.0267 -2.9213 -0.4702  0.30
H: 11.3913 2.2134 -2.1771  0.32
Cl: 4.8530 5.8460 1.2080  -0.17
H: -3.6893 4.6192 -2.6007  0.24
C: -5.7137 5.2706 -2.1055  -0.50
Cl: 7.3637 7.6399 -0.4230  -0.18
H: -7.3493 -2.9080 0.2578  0.30
C: 5.8061 7.0407 -1.0510  -0.50
H: 11.0829 -0.2863 -0.3859  0.29
Cl: -1.2955 0.0800 1.0425  -0.17
C: -3.2555 -9.0508 4.8044  -0.47
H: -6.8085 -4.8929 -1.1557  0.32
Cl: -8.6012 -4.7802 0.8684  -0.20
Cl: -2.6124 -7.4732 4.1622  -0.18
H: -4.8528 -9.8137 5.8916  0.27
C: 11.7294 1.3614 -1.5873  -0.48
H: -5.4498 6.1039 -1.4544  0.33
H: -2.5496 -9.3880 5.5635  0.30
H: -3.2395 -9.7860 3.9999  0.31
H: 4.3775 7.9921 0.3510  0.32
H: 2.0066 -0.8317 -0.3265  0.27
Cl: 13.0388 2.0612 -0.6160  -0.20
H: 12.1928 0.7067 -2.3253  0.33
H: -4.7771 4.2177 -3.9055  0.33

**HOMO-LUMO gap**: 0.4076 hartree
**2S+1**: 1
**LUMO**: 0.35 eV
**Strongest force on any atom**: 2.20 eV Å⁻¹
**Relative energy (zero: lowest compared OMol25 entry of this formula, charge and spin)**: 1.882 eV
**Structure (SMILES)**: ClCCCl.ClCCCl.ClCCCl.ClCCCl.ClCCCl.ClCCCl

---

No. 3
The following is a DFT calculation (ωB97M-V/def2-TZVPD) of a 3-piece molecular cluster, C11H19F4I2O2S overall in a non-equilibrium geometry.

Last column: Mulliken charge in e.
Positions of all 39 atoms, in Å:
H: 2.5964 2.9484 -4.6539  0.21
I: -1.0908 -0.6071 0.7807  0.23
H: -3.6289 -2.3637 2.2078  0.37
H: 0.9004 2.0206 -7.9493  0.33
H: 1.3499 3.9613 -5.4082  0.33
I: -5.2470 -0.5760 5.0377  0.33
F: -0.9159 -3.8314 5.9784  -0.23
H: -0.4359 2.6940 -6.9646  0.33
O: 1.2343 0.9002 -5.1016  -0.52
C: -0.7250 -2.4683 5.6371  0.24
H: -1.7555 1.6156 2.7898  0.40
C: -2.0289 0.6726 3.3806  -0.99
H: 2.2818 1.4585 -2.1416  0.34
H: 1.3963 0.3097 -3.1574  0.36
H: -3.5587 -0.0264 1.8839  0.40
C: 2.3266 0.4785 -2.6233  -0.94
C: -2.8325 -1.8782 2.8828  -0.72
C: 2.5067 -0.5940 -1.5825  0.72
F: 0.2669 -1.9104 6.4700  -0.22
H: -0.4476 -2.3526 4.5450  0.22
O: 1.6814 -1.4782 -1.4345  -0.57
C: 1.1834 1.8708 -5.8340  0.82
H: 2.6861 3.2881 -6.3930  0.34
H: 3.7653 0.4015 -0.1664  0.31
H: -1.1418 0.3288 4.0031  0.28
F: -2.0790 -0.4409 6.2708  -0.18
C: -2.1619 -1.7790 5.9033  0.70
F: -2.6788 -2.4368 7.0598  -0.23
H: 3.1508 0.4455 -3.3375  0.33
H: -0.2363 0.9380 -7.1225  0.30
H: 4.6352 -0.6112 -1.3606  0.34
H: 3.7441 -1.3675 -0.0257  0.31
C: 3.7473 -0.5334 -0.7303  -1.15
C: 2.0061 3.1018 -5.5594  -1.01
H: -1.8903 -2.5069 2.6807  0.45
S: -3.4364 -2.1806 4.6010  -0.03
C: 0.2960 1.8881 -7.0497  -1.15
C: -2.6143 -0.3994 2.3804  -0.23
H: -2.8499 1.0200 4.1031  0.22

**Total charge**: +1
**HOMO-LUMO gap**: 0.1681 hartree
**2S+1**: 1
**LUMO**: -6.53 eV
**Strongest force on any atom**: 3.91 eV Å⁻¹

---

No. 4
The following is a DFT calculation (ωB97M-V/def2-TZVPD) of C3H4LiO3Y as an isolated structure in a non-equilibrium geometry.

Last column: Mulliken charge in e.
Positions of all 12 atoms, in Å:
Y: -0.6106 -4.0563 0.9342  0.60
C: -0.4424 2.3106 -0.7199  -0.22
H: 1.6683 1.0689 0.4350  0.41
O: -1.6612 2.4428 -1.1307  -0.23
Li: -1.6292 -0.7172 -0.0038  0.85
C: 0.9965 -1.1061 0.4099  0.01
O: -0.2208 -1.7700 0.4930  -0.74
H: 1.5609 -1.3954 -0.5046  0.28
H: 1.6721 -1.3315 1.2588  0.26
O: -0.3101 0.8232 -0.1654  -0.31
C: 0.8233 0.3742 0.3880  -0.36
H: -1.8470 3.3568 -1.3947  0.45

**Total charge**: +1
**HOMO-LUMO gap (alpha / beta)**: 0.2207 / 0.2465 hartree
**2S+1**: 2
**LUMO (alpha / beta)**: -3.58 / -3.72 eV
**Strongest force on any atom**: 4.33 eV Å⁻¹
**Relative energy (zero: lowest compared OMol25 entry of this formula, charge and spin)**: 2.026 eV